{"formula": "C54H44AsClN4O11P2SSr", "method": "wB97M-V/def2-TZVPD", "symbols": ["Sr", "Cl", "C", "C", "C", "C", "O", "C", "C", "N", "C", "C", "C", "C", "C", "C", "C", "C", "N", "C", "C", "H", "H", "H", "H", "H", "H", "H", "H", "H", "H", "O", "As", "O", "O", "C", "C", "C", "C", "C", "C", "S", "O", "O", "O", "H", "H", "H", "H", "H", "C", "C", "P", "C", "C", "C", "C", "C", "C", "C", "C", "C", "C", "C", "C", "P", "C", "C", "C", "C", "C", "C", "C", "C", "C", "C", "C", "C", "H", "H", "H", "H", "H", "H", "H", "H", "H", "H", "H", "H", "H", "H", "H", "H", "H", "H", "H", "H", "H", "H", "H", "H", "C", "C", "N", "C", "C", "N", "C", "O", "O", "C", "O", "O", "H", "H", "H", "H", "H"], "xyz": [[-0.649293, -0.744906, 1.228235], [-3.474973, -2.708202, 8.221962], [-2.730537, -2.091655, 6.736923], [-1.328400, -2.049112, 6.632056], [-0.735632, -1.537891, 5.509494], [-1.511888, -1.043622, 4.411705], [-0.978626, -0.506198, 3.400769], [-2.933458, -1.158191, 4.525983], [-3.809780, -0.860729, 3.400460], [-3.412749, -0.460728, 2.255050], [-4.264707, -0.465857, 1.131121], [-5.401558, -1.212532, 0.991662], [-6.146938, -1.194826, -0.213582], [-5.743378, -0.454782, -1.282987], [-4.531731, 0.277243, -1.208278], [-3.996805, 0.998846, -2.302661], [-2.814743, 1.659008, -2.171183], [-2.136350, 1.585462, -0.933123], [-2.595174, 0.930500, 0.100627], [-3.792290, 0.275947, -0.016284], [-3.511111, -1.663217, 5.700544], [-0.725763, -2.435480, 7.445714], [0.341641, -1.498578, 5.402898], [-4.882105, -1.028927, 3.588952], [-5.704529, -1.872588, 1.794962], [-7.040034, -1.803542, -0.286123], [-6.300283, -0.461863, -2.213447], [-4.531971, 0.995527, -3.246773], [-2.376926, 2.209385, -2.993754], [-1.176177, 2.083225, -0.793489], [-4.592301, -1.725349, 5.774702], [-2.286591, -2.967212, 1.571876], [-0.677693, -3.831882, 1.534884], [-0.570820, -5.006529, 2.678194], [0.475065, -2.606680, 1.594629], [-0.755285, -4.725270, -0.206604], [-0.424985, -6.077792, -0.136179], [-0.560644, -6.902775, -1.240786], [-1.026573, -6.383330, -2.440129], [-1.357455, -5.042116, -2.537762], [-1.230380, -4.206961, -1.428667], [-1.901090, -2.553061, -1.672088], [-1.648092, -2.184990, -3.041509], [-3.298325, -2.659451, -1.322518], [-1.158912, -1.670199, -0.680267], [-2.045200, -2.383885, 0.826154], [-0.080970, -6.461488, 0.816171], [-0.319420, -7.956150, -1.160139], [-1.138667, -7.027424, -3.304123], [-1.717637, -4.617420, -3.465850], [2.704519, 1.538065, -1.611212], [1.916991, 1.050016, -2.848450], [0.852862, -0.507114, -2.945566], [1.430800, -0.960104, -4.658990], [2.745734, -1.329523, -4.964799], [3.119549, -1.607246, -6.267875], [2.185701, -1.513583, -7.302757], [0.882872, -1.148613, -7.016132], [0.511485, -0.876693, -5.698145], [1.666710, -1.926404, -2.064999], [2.179890, -1.873669, -0.776430], [2.661472, -3.030344, -0.160056], [2.603685, -4.253164, -0.803466], [2.032452, -4.326407, -2.072802], [1.571769, -3.178911, -2.688676], [1.706765, 2.859957, -0.801986], [2.114512, 4.278447, -1.948555], [2.594645, 4.129295, -3.250376], [2.798709, 5.228606, -4.081718], [2.527997, 6.509997, -3.631426], [2.037375, 6.679995, -2.340792], [1.820788, 5.580348, -1.524788], [2.772119, 3.432650, 0.582351], [4.089464, 3.024416, 0.769922], [4.831289, 3.492687, 1.846677], [4.268912, 4.380665, 2.753586], [2.951367, 4.784124, 2.587128], [2.211880, 4.305586, 1.514660], [2.914481, 0.744146, -0.894389], [3.658431, 1.965156, -1.920208], [2.567852, 1.004081, -3.718000], [1.166834, 1.810373, -3.089759], [3.475086, -1.408293, -4.165309], [4.141317, -1.898470, -6.484149], [2.481326, -1.725743, -8.323026], [0.149268, -1.075434, -7.810364], [-0.514442, -0.608542, -5.467852], [2.176217, -0.981897, -0.152459], [3.042169, -2.954571, 0.849819], [2.959133, -5.149293, -0.309456], [1.916532, -5.282950, -2.568920], [1.101798, -3.262267, -3.661781], [2.826021, 3.148739, -3.640357], [3.175229, 5.072298, -5.085993], [2.700166, 7.366438, -4.272348], [1.821184, 7.674245, -1.966682], [1.419307, 5.742265, -0.530118], [4.550697, 2.325178, 0.083108], [5.847540, 3.144244, 1.986160], [4.848531, 4.742536, 3.594191], [2.487190, 5.447788, 3.307015], [1.166697, 4.588137, 1.420182], [-2.715209, 3.132339, 2.759455], [-1.370161, 2.639739, 3.171125], [-0.499332, 2.041570, 2.395604], [0.593602, 1.725028, 3.167094], [0.373820, 2.186708, 4.443430], [-0.879373, 2.767934, 4.419279], [1.071901, 2.261250, 5.718331], [2.255553, 1.642332, 5.775054], [0.609266, 2.857866, 6.678042], [1.703107, 0.905275, 2.487162], [2.758862, 0.662691, 3.066815], [1.386039, 0.595357, 1.288578], [-2.921622, 2.752720, 1.762616], [-2.751913, 4.225400, 2.750646], [-3.491349, 2.763249, 3.435370], [-1.335572, 3.121026, 5.243391], [2.553748, 1.776522, 6.686953]], "atomic_forces_ev_per_a": [[0.430, 4.244, 0.826], [0.124, 0.081, -0.248], [0.141, -0.032, 0.180], [-0.107, -0.021, 0.078], [-0.078, 0.018, 0.017], [-0.087, 0.252, 0.030], [0.079, -0.278, 1.862], [-0.424, 0.001, -0.301], [0.110, 0.073, 0.401], [-0.124, -0.232, -0.792], [0.556, 0.417, 0.195], [-0.300, -0.165, -0.180], [0.064, 0.001, 0.242], [0.106, 0.009, -0.035], [-0.117, 0.069, -0.154], [-0.138, -0.086, -0.026], [0.106, 0.027, 0.074], [0.011, 0.107, -0.005], [-0.474, -0.148, -0.221], [0.296, 0.096, 0.547], [-0.197, -0.002, -0.039], [-0.008, 0.038, -0.002], [-0.011, -0.020, 0.015], [0.012, -0.032, 0.049], [-0.038, 0.019, -0.038], [-0.001, -0.015, 0.016], [0.019, -0.007, 0.019], [-0.007, 0.005, 0.030], [0.025, -0.027, 0.004], [-0.050, -0.068, -0.044], [0.010, -0.022, -0.007], [1.639, -0.503, -0.175], [0.578, -0.534, 1.072], [-0.269, 0.252, -0.450], [-0.132, -2.220, 0.120], [-0.481, 0.306, -0.449], [0.017, 0.160, -0.069], [0.023, 0.004, -0.051], [0.027, -0.040, -0.054], [0.094, 0.130, 0.231], [0.036, -0.251, 0.292], [0.345, 0.623, 1.023], [0.241, -0.143, -0.319], [-0.038, -0.050, 0.058], [-1.500, -2.162, -3.054], [-1.643, -0.468, -0.324], [-0.054, -0.021, 0.038], [0.033, -0.001, -0.013], [-0.003, -0.009, -0.024], [-0.002, -0.018, -0.003], [-0.286, -0.128, -0.005], [0.191, -0.106, -0.001], [0.295, -0.199, 0.163], [-0.272, 0.168, -0.026], [-0.062, 0.048, 0.026], [-0.086, 0.024, -0.114], [0.118, -0.007, 0.133], [-0.006, 0.033, 0.133], [-0.053, -0.020, -0.065], [-0.043, 0.327, -0.230], [0.173, -0.101, 0.363], [0.091, 0.049, -0.117], [0.004, 0.075, -0.158], [0.164, 0.031, 0.151], [0.039, -0.019, -0.090], [0.243, 0.214, 0.114], [-0.172, 0.029, -0.125], [0.126, 0.104, -0.001], [-0.022, -0.033, 0.085], [0.014, -0.009, 0.064], [0.012, -0.073, -0.027], [-0.032, 0.031, -0.005], [-0.063, -0.089, 0.123], [0.064, 0.017, 0.010], [-0.068, 0.027, -0.011], [-0.013, -0.015, -0.077], [0.034, -0.032, -0.056], [-0.110, -0.058, 0.091], [-0.123, 0.118, 0.047], [0.117, -0.076, -0.091], [0.255, 0.055, -0.007], [-0.038, -0.051, -0.139], [-0.031, -0.015, -0.010], [-0.019, 0.004, -0.006], [0.012, -0.018, -0.008], [-0.001, -0.009, 0.010], [0.033, -0.036, 0.016], [-0.053, 0.055, -0.284], [-0.065, -0.014, -0.008], [-0.021, -0.011, 0.012], [0.002, -0.008, 0.005], [0.018, 0.016, 0.018], [0.024, 0.018, 0.010], [0.002, -0.002, 0.006], [-0.021, -0.004, 0.002], [-0.015, -0.016, -0.012], [0.056, -0.021, -0.061], [-0.055, -0.007, 0.043], [-0.013, 0.006, 0.001], [-0.016, -0.036, 0.017], [0.006, -0.005, -0.004], [0.052, -0.084, 0.032], [0.024, -0.067, 0.044], [0.070, 0.045, 0.165], [0.121, 0.047, -0.163], [-0.069, -0.057, -0.421], [0.201, 0.084, 0.258], [-0.097, -0.027, 0.025], [-0.005, -0.116, -0.205], [-0.076, 0.065, 0.130], [0.027, -0.018, 0.053], [0.308, 0.439, -0.244], [-0.319, 0.175, 0.090], [0.478, -0.055, 0.067], [0.000, -0.012, -0.008], [-0.002, -0.029, -0.004], [0.056, 0.011, -0.023], [0.011, 0.040, -0.004], [0.048, -0.032, -0.040]], "lowdin_charge": [1.51, 0.55, -0.67, -0.12, 0.01, -0.36, -0.26, -0.13, -0.09, 0.08, -0.20, -0.02, -0.08, -0.06, -0.17, -0.02, -0.05, -0.14, 0.06, -0.16, -0.10, 0.09, 0.12, 0.12, 0.10, 0.10, 0.10, 0.11, 0.10, 0.07, 0.10, -0.28, 0.91, -0.48, -0.63, -0.20, -0.10, -0.10, -0.10, -0.08, -0.24, 0.48, -0.35, -0.28, -0.62, -0.08, 0.09, 0.09, 0.09, 0.11, -0.39, -0.41, 1.12, -0.39, -0.11, -0.10, -0.11, -0.10, -0.10, -0.36, -0.09, -0.09, -0.09, -0.10, -0.13, 1.10, -0.33, -0.10, -0.10, -0.12, -0.10, -0.10, -0.37, -0.07, -0.08, -0.10, -0.09, -0.13, 0.05, 0.07, 0.05, 0.03, 0.11, 0.09, 0.09, 0.09, 0.10, 0.07, 0.11, 0.10, 0.10, 0.10, 0.07, 0.09, 0.09, 0.09, 0.09, 0.10, 0.10, 0.09, 0.10, 0.10, 0.00, -0.36, 0.15, -0.12, -0.11, 0.17, -0.48, 0.13, 0.05, -0.63, 0.03, -0.23, 0.06, 0.07, 0.08, 0.16, 0.12], "molar_mass_g_mol": 1217.0, "relative_energy_kj_mol": 245.94, "largest_force_ev_per_a": 4.35, "gap_ha": 0.2353, "total_charge": -2}